1.
C4H2Br2O2S | the ωB97M-V functional and the def2-TZVPD basis

Structure (XYZ):
```
11
C4H2Br2O2S the ωB97M-V functional and the def2-TZVPD basis
C -0.220 0.740 -0.558
C 0.438 -0.028 0.334
C 0.069 2.109 -0.822
C 0.047 -1.349 0.589
O -0.526 2.874 -1.508
O -1.492 -3.394 0.465
S -1.406 -2.016 0.029
Br 1.704 2.810 0.077
Br 1.149 -2.456 1.645
H -1.054 0.344 -1.125
H 1.291 0.364 0.873
```

## Properties
F_max ... 2.85 eV/Å
2S+1 ... 1
E_LUMO (alpha / beta) ... -2.32 / -2.29 eV
Highest occupied orbital energy (alpha / beta) ... -9.4 / -9.4 eV
Charge ... 0
Frontier orbital gap (alpha / beta) ... 0.262 / 0.262 Ha
DFT total energy ... -5850.2546 Eh
ΔE to the lowest compared entry with this formula, charge and spin ... 0.0 kcal/mol

***

2.
C5H15N2O3 | the ωB97M-V functional and the def2-TZVPD basis

Structure (XYZ):
```
25
C5H15N2O3 the ωB97M-V functional and the def2-TZVPD basis
C 1.145 1.212 -0.474
O 0.320 2.193 0.018
C 0.789 -0.252 -0.036
C -0.735 -0.472 0.053
C -1.465 -0.129 -1.236
C -1.801 -1.070 -2.138
N -1.827 1.193 -1.337
N 1.356 -0.541 1.297
H 2.193 1.390 -0.142
H 1.070 1.226 -1.582
H 1.200 -0.966 -0.769
H -0.937 -1.516 0.328
H -1.164 0.132 0.865
H -2.324 -0.829 -3.053
H -1.552 -2.109 -1.983
H -1.177 1.835 -0.831
H -2.133 1.501 -2.246
H 2.327 -0.260 1.318
H 0.875 0.006 2.013
H 1.287 -2.433 1.463
H 0.661 -3.362 0.459
O 1.145 -3.397 1.286
H 0.117 2.015 1.401
H 0.563 2.693 2.847
O 0.066 1.941 2.481
```

## Properties
F_max ... 0.97 eV/Å
2S+1 ... 1
E_LUMO ... 3.81 eV
Highest occupied orbital energy ... -4.3 eV
Charge ... -1
Frontier orbital gap ... 0.296 Ha
DFT total energy ... -534.7822 Eh
ΔE to the lowest compared entry with this formula, charge and spin ... 0.0 kcal/mol

***

Copy entry 1 word for word.
C4H2Br2O2S | the ωB97M-V functional and the def2-TZVPD basis

Structure (XYZ):
```
11
C4H2Br2O2S the ωB97M-V functional and the def2-TZVPD basis
C -0.220 0.740 -0.558
C 0.438 -0.028 0.334
C 0.069 2.109 -0.822
C 0.047 -1.349 0.589
O -0.526 2.874 -1.508
O -1.492 -3.394 0.465
S -1.406 -2.016 0.029
Br 1.704 2.810 0.077
Br 1.149 -2.456 1.645
H -1.054 0.344 -1.125
H 1.291 0.364 0.873
```

## Properties
F_max ... 2.85 eV/Å
2S+1 ... 1
E_LUMO (alpha / beta) ... -2.32 / -2.29 eV
Highest occupied orbital energy (alpha / beta) ... -9.4 / -9.4 eV
Charge ... 0
Frontier orbital gap (alpha / beta) ... 0.262 / 0.262 Ha
DFT total energy ... -5850.2546 Eh
ΔE to the lowest compared entry with this formula, charge and spin ... 0.0 kcal/mol